{
  "formula": "C43H45AsCsF10N3OS2Te",
  "method": "the ωB97M-V functional and the def2-TZVPD basis",
  "total_charge": -2,
  "de_lowest_kcal_mol": 16.29,
  "lumo_energy_ev": 3.4,
  "homo_energy_ev": -1.7,
  "elements": ["C", "C", "H", "C", "C", "C", "H", "C", "F", "H", "H", "H", "C", "C", "H", "C", "H", "C", "H", "C", "H", "F", "F", "C", "C", "C", "H", "H", "F", "F", "C", "C", "H", "As", "H", "H", "C", "C", "S", "C", "H", "H", "C", "H", "H", "C", "Te", "N", "H", "H", "N", "H", "C", "C", "C", "C", "H", "H", "H", "H", "H", "H", "C", "F", "C", "C", "C", "C", "H", "C", "C", "H", "S", "C", "H", "F", "H", "C", "H", "H", "H", "F", "F", "H", "N", "H", "C", "H", "H", "F", "H", "O", "H", "C", "C", "H", "C", "C", "C", "C", "C", "H", "H", "H", "Cs", "H", "C"],
  "coordinates": [[3.984, -0.173, 3.791], [-4.948, -1.362, 2.778], [-2.787, -1.545, 4.449], [4.263, 2.589, -0.008], [-3.862, -1.979, 2.074], [-0.535, 2.571, -4.681], [1.054, -6.655, -1.079], [-3.158, 2.203, -2.477], [-4.947, 5.809, -1.888], [4.251, 1.193, 2.139], [4.018, -1.252, 3.966], [-0.502, -0.567, 2.690], [2.839, -2.185, -5.448], [-3.772, 2.834, -3.527], [3.082, -0.593, -6.883], [-3.741, 3.974, -1.037], [0.881, 2.525, -0.188], [-6.574, -1.664, 1.017], [2.021, -5.840, 0.184], [-4.383, 4.069, -3.363], [-1.974, 1.980, 4.613], [-5.873, -2.774, -0.940], [-4.955, 4.718, -4.407], [2.710, -0.878, -5.906], [0.581, 2.500, -3.848], [-6.221, -1.209, 2.271], [5.066, 2.990, 0.601], [-1.320, -2.397, 4.023], [-7.159, -0.605, 3.032], [-7.826, -1.498, 0.524], [3.529, 1.289, -1.897], [1.873, -2.533, 2.773], [-0.765, -0.073, 4.340], [0.678, 0.940, -2.644], [0.106, -6.247, 2.441], [3.316, -2.934, -6.072], [2.363, -2.544, -4.199], [1.604, -0.294, -3.834], [1.169, -2.067, -1.762], [2.089, 0.058, -5.089], [2.030, 5.443, -4.726], [-1.614, 3.696, -6.148], [2.752, -2.132, 1.593], [2.991, 0.167, 4.095], [0.836, -2.592, 2.438], [-4.358, 4.612, -2.096], [-0.487, -4.814, 0.198], [-2.137, 0.714, 2.924], [1.895, -1.772, 3.554], [3.317, -3.839, 3.737], [-2.381, 2.030, -0.241], [5.586, 1.578, -1.366], [-1.451, 1.619, 2.008], [2.941, 2.849, 0.323], [5.056, 0.519, 4.625], [-5.582, -2.292, 0.283], [-0.720, -7.294, 1.256], [2.700, 3.440, 1.198], [3.756, 0.667, -2.755], [-2.093, 3.528, 1.250], [5.008, 1.602, 4.497], [-3.467, 2.161, 3.660], [-3.049, 2.726, -1.145], [-3.422, -3.092, 0.002], [1.308, 4.634, -4.721], [-0.701, -6.307, 1.716], [-2.393, 2.478, 1.144], [-0.729, 3.655, -5.525], [6.058, 0.196, 4.330], [1.915, 2.335, -0.461], [-2.739, 1.435, 4.025], [1.630, -4.222, 4.114], [2.748, -0.342, 1.257], [0.193, 4.693, -5.546], [-3.259, 0.746, 4.687], [-3.795, 2.251, -4.744], [-1.273, 1.777, -4.660], [-4.313, -2.434, 0.787], [5.038, -0.363, 1.883], [3.797, -2.424, 1.744], [2.372, 3.517, -3.237], [-4.792, -0.914, 4.056], [-2.636, 0.977, -2.728], [2.299, -4.638, 2.533], [-2.604, -2.203, 2.409], [0.037, 5.548, -6.193], [-1.294, -0.372, 3.413], [-0.740, 2.266, 2.557], [2.406, -2.598, 0.668], [-3.817, 4.629, 0.156], [1.664, -4.989, -1.333], [1.545, 0.224, 1.950], [-3.402, 2.406, 1.572], [4.555, 1.799, -1.114], [1.737, -1.613, -3.351], [-1.650, -6.125, 2.217], [2.304, -3.885, 3.324], [1.281, -5.702, -0.605], [1.500, 3.546, -3.878], [-2.061, -1.678, 3.643], [4.153, 0.119, 2.310], [-0.838, 1.003, 1.357], [1.981, 1.080, -5.435], [2.470, -3.563, -3.847], [-1.378, -0.711, -0.266], [4.936, 0.303, 5.688], [2.201, 1.566, -1.585]],
  "atomic_forces_ev_per_a": [[0.02, -0.02, -0.01], [-0.02, -0.04, -0.01], [-0.01, 0.00, 0.01], [-0.02, 0.05, -0.09], [0.00, -0.01, 0.02], [0.00, 0.01, 0.00], [0.01, 0.00, -0.01], [0.00, 0.02, 0.00], [-0.01, 0.03, 0.01], [-0.01, -0.08, 0.05], [0.03, 0.02, 0.01], [-0.04, 0.03, -0.06], [-0.01, -0.01, 0.02], [0.00, 0.01, 0.01], [0.00, 0.00, 0.00], [0.03, 0.03, -0.02], [0.00, 0.00, -0.01], [0.01, -0.02, 0.01], [-0.01, -0.01, 0.00], [0.00, -0.01, 0.01], [0.00, 0.01, 0.00], [-0.01, -0.01, -0.04], [-0.02, 0.02, -0.02], [0.01, 0.00, 0.00], [0.00, 0.01, -0.01], [0.01, 0.01, 0.00], [0.00, 0.00, 0.00], [0.00, 0.00, -0.01], [-0.03, 0.01, 0.02], [-0.04, 0.01, -0.01], [-0.02, 0.03, 0.00], [-0.08, 0.01, 0.00], [-0.03, -0.02, 0.02], [0.10, 0.10, -0.14], [0.05, 0.03, 0.01], [0.00, 0.00, 0.00], [0.01, 0.01, -0.01], [0.04, 0.00, -0.01], [0.41, -0.17, -0.20], [-0.01, 0.00, 0.01], [0.00, 0.00, 0.00], [0.00, 0.00, 0.00], [-0.01, -0.02, 0.01], [0.01, 0.01, 0.00], [0.00, 0.02, -0.01], [0.02, -0.01, 0.02], [0.11, 0.17, -0.01], [-0.02, -0.03, -0.03], [-0.02, -0.05, -0.03], [-0.01, -0.01, -0.01], [-0.11, 0.23, 0.10], [0.00, 0.00, 0.00], [0.01, 0.06, 0.08], [-0.01, 0.05, -0.06], [0.01, 0.00, 0.01], [0.03, 0.01, 0.01], [0.00, -0.01, 0.02], [0.00, 0.00, 0.01], [0.00, 0.00, 0.00], [0.04, -0.01, -0.02], [0.00, 0.00, 0.00], [0.00, 0.00, 0.01], [0.00, -0.05, 0.01], [0.06, -0.03, -0.02], [0.01, -0.01, 0.01], [-0.08, -0.02, -0.05], [0.00, 0.07, 0.04], [0.00, -0.01, 0.00], [0.00, 0.00, 0.00], [0.00, 0.05, -0.01], [0.00, 0.02, -0.03], [0.00, 0.00, 0.00], [0.01, -0.03, 0.03], [-0.01, -0.01, 0.00], [-0.01, -0.01, 0.01], [0.00, -0.01, -0.02], [0.02, 0.00, 0.00], [-0.02, -0.05, 0.02], [0.00, 0.00, 0.00], [0.00, 0.02, 0.00], [0.00, 0.00, 0.01], [0.02, 0.01, 0.05], [-0.03, -0.02, 0.08], [-0.02, -0.04, -0.01], [-0.08, 0.01, 0.00], [0.00, 0.00, 0.00], [0.04, 0.05, -0.01], [-0.02, 0.00, 0.05], [0.00, 0.01, -0.01], [0.00, 0.01, 0.02], [-0.03, 0.00, -0.02], [0.00, -0.06, -0.11], [0.00, 0.02, 0.00], [0.00, 0.00, 0.00], [0.05, -0.03, 0.00], [0.01, 0.03, 0.01], [-0.03, -0.02, 0.01], [0.03, -0.02, 0.06], [-0.02, 0.00, -0.02], [0.00, -0.01, 0.00], [0.04, 0.03, 0.08], [0.21, 0.55, 0.34], [0.00, 0.00, -0.01], [0.00, 0.00, 0.00], [-0.57, -0.82, -0.13], [0.00, 0.00, 0.00], [0.01, -0.04, 0.01]]
}

---

{
  "formula": "C43H45BIrN8SSi",
  "method": "the ωB97M-V functional and the def2-TZVPD basis",
  "total_charge": 1,
  "de_lowest_kcal_mol": 7.65,
  "lumo_energy_ev": -3.7,
  "homo_energy_ev": -10.8,
  "elements": ["H", "H", "H", "C", "C", "C", "C", "H", "C", "H", "C", "C", "N", "H", "H", "N", "C", "H", "C", "H", "C", "H", "C", "H", "H", "C", "H", "C", "H", "C", "N", "H", "C", "C", "C", "C", "C", "C", "H", "H", "H", "H", "H", "C", "S", "H", "C", "H", "C", "H", "H", "N", "H", "C", "B", "H", "H", "H", "C", "C", "C", "C", "H", "C", "H", "C", "H", "C", "C", "C", "C", "H", "C", "H", "N", "H", "Ir", "H", "C", "N", "C", "H", "C", "H", "C", "H", "N", "H", "H", "H", "H", "N", "H", "C", "Si", "C", "C", "H", "H", "C"],
  "coordinates": [[-1.160, 1.648, -4.472], [2.309, 0.813, -1.143], [-3.531, -2.693, 1.346], [1.560, 1.055, -1.884], [2.882, 0.587, 2.515], [-2.622, -2.998, 0.830], [2.014, -2.461, -1.690], [5.069, -4.226, 0.284], [-3.280, -0.116, 1.921], [-5.906, -1.920, 4.161], [1.986, 1.641, -6.373], [-5.176, -1.417, 3.541], [2.325, -2.281, 0.452], [3.094, 2.776, 2.367], [4.407, 0.990, 3.926], [0.331, 0.562, -1.670], [-3.574, 0.970, -1.309], [2.882, 2.168, -3.132], [1.877, 1.792, -3.004], [1.597, -1.294, -3.450], [-1.417, -2.891, 1.699], [-2.516, -2.382, -0.068], [1.794, -0.244, -7.814], [-3.533, -1.815, 4.866], [-4.341, 3.285, -3.656], [-2.727, 1.706, -0.471], [-1.844, 3.654, -0.217], [-0.604, 0.771, -2.608], [0.117, 0.793, 3.257], [0.230, -3.289, 3.135], [1.523, -1.909, -0.584], [-4.813, 0.925, -3.059], [-2.153, 3.189, 2.524], [-0.890, 3.773, 4.483], [1.371, -2.274, -3.025], [-3.889, 2.843, -2.778], [-4.153, 1.522, -2.442], [-1.893, 4.064, 3.569], [1.606, -3.029, 4.756], [4.908, -2.890, 1.425], [-2.962, 3.420, 1.843], [-2.739, -4.032, 0.504], [4.929, 0.176, -7.114], [3.908, 0.126, 3.493], [1.264, 2.979, -5.428], [1.612, 3.361, -0.236], [0.899, 2.033, -3.961], [-1.625, -4.473, 3.237], [4.359, -3.660, 0.884], [1.929, -4.439, 3.748], [-2.481, 4.966, 3.677], [0.599, -2.297, 2.301], [0.552, 3.607, 1.155], [3.316, -3.070, -0.004], [2.012, -1.812, 1.896], [1.733, -3.026, -3.723], [0.049, 2.536, -0.154], [3.456, -0.452, 4.298], [-1.046, -3.688, 2.784], [2.609, 1.864, 2.065], [1.559, 1.749, 1.158], [-3.051, 3.597, -1.969], [0.589, 2.344, 5.088], [3.150, -3.208, -1.369], [-6.607, -0.816, 2.063], [1.185, 0.794, -7.123], [-4.973, 0.330, 0.662], [-0.176, 2.592, 4.362], [-0.439, 1.724, 3.311], [-0.364, 1.501, -3.755], [-2.486, 3.035, -0.831], [3.769, -3.776, -2.043], [3.357, 1.434, -6.368], [-1.888, -0.662, 3.474], [-0.420, -2.048, 1.434], [0.569, -4.454, 4.871], [-0.141, -0.567, 0.059], [2.825, -2.248, 2.646], [3.862, 0.366, -7.098], [3.104, -0.468, -7.802], [0.902, 2.871, 0.432], [1.196, -0.926, -8.408], [-2.918, -0.707, 3.137], [-2.844, 4.629, -2.219], [-1.409, 2.016, 2.351], [4.018, 2.090, -5.818], [2.038, -0.257, 1.901], [0.114, 0.939, -7.174], [3.921, -4.335, 1.619], [-0.683, 4.454, 5.299], [4.659, -0.501, 3.014], [1.234, 0.451, 1.061], [0.287, -2.373, -2.958], [-5.567, -0.802, 2.362], [-1.911, 0.807, 0.990], [-3.845, -1.359, 3.934], [-4.630, -0.157, 1.565], [-1.571, 0.325, -2.437], [-3.786, -0.071, -1.080], [1.137, -3.830, 4.185]],
  "atomic_forces_ev_per_a": [[0.00, 0.00, 0.00], [-0.03, 0.07, 0.01], [0.01, -0.01, 0.02], [0.06, -0.29, -0.04], [0.04, -0.01, 0.00], [-0.05, 0.01, -0.01], [-0.07, 0.00, -0.03], [0.00, 0.00, 0.00], [0.05, -0.05, 0.06], [-0.01, -0.01, 0.00], [0.05, -0.03, 0.01], [-0.01, -0.01, 0.02], [-0.09, -0.08, -0.02], [-0.01, 0.02, 0.02], [0.00, 0.00, 0.00], [-0.35, 0.31, 0.26], [-0.01, -0.13, 0.02], [0.01, 0.01, 0.00], [0.03, -0.04, -0.01], [0.02, 0.01, 0.00], [0.16, -0.05, -0.23], [-0.02, 0.05, 0.03], [-0.04, -0.01, -0.01], [0.01, 0.00, 0.01], [0.00, 0.00, -0.01], [-0.10, 0.06, 0.10], [-0.02, 0.01, 0.02], [0.09, -0.10, -0.02], [0.01, 0.04, 0.00], [0.03, -0.09, -0.09], [0.04, 0.08, 0.20], [0.00, -0.01, 0.00], [0.04, 0.00, -0.03], [-0.02, 0.03, 0.01], [0.00, -0.01, -0.03], [0.01, -0.01, 0.00], [0.00, 0.03, -0.04], [0.01, -0.02, 0.02], [0.00, 0.01, 0.00], [0.00, 0.01, 0.00], [-0.02, 0.02, -0.04], [0.01, 0.00, -0.01], [0.01, 0.00, 0.00], [0.01, 0.03, 0.01], [-0.02, 0.01, -0.02], [0.01, -0.01, 0.00], [-0.01, 0.00, -0.06], [-0.02, 0.01, 0.02], [0.04, -0.02, -0.01], [0.00, 0.00, -0.01], [0.00, 0.01, -0.01], [0.02, 0.09, -0.15], [0.00, 0.00, 0.01], [-0.01, 0.00, 0.05], [-0.04, 0.04, -0.02], [-0.01, 0.00, 0.00], [0.07, 0.03, 0.04], [-0.01, 0.00, 0.00], [0.04, -0.05, 0.05], [0.12, -0.07, 0.00], [0.01, -0.02, -0.10], [-0.02, 0.00, -0.03], [0.00, -0.01, 0.01], [0.03, 0.03, 0.00], [-0.01, 0.00, 0.00], [-0.01, 0.01, 0.02], [-0.01, 0.01, 0.01], [0.01, -0.02, 0.00], [-0.05, -0.08, 0.04], [0.03, -0.01, 0.00], [0.10, -0.02, 0.05], [0.00, -0.02, -0.01], [-0.01, 0.02, 0.00], [0.01, 0.00, 0.01], [-0.08, 0.27, 0.43], [0.01, -0.01, 0.00], [0.27, -0.17, -0.64], [0.01, 0.08, 0.06], [0.04, 0.00, 0.01], [0.00, 0.00, 0.00], [-0.09, -0.03, 0.02], [0.00, 0.00, 0.00], [-0.01, -0.02, -0.03], [0.00, 0.01, 0.00], [-0.03, 0.11, -0.04], [0.01, 0.00, 0.01], [-0.06, -0.15, -0.08], [-0.01, 0.00, 0.00], [-0.01, 0.00, 0.00], [0.00, 0.01, 0.01], [0.00, 0.00, -0.01], [-0.09, 0.06, 0.22], [-0.01, 0.01, 0.01], [-0.01, 0.00, -0.01], [0.00, -0.04, -0.11], [-0.01, 0.01, -0.01], [0.02, 0.00, -0.01], [-0.04, 0.08, 0.05], [0.00, 0.02, 0.00], [-0.01, -0.01, 0.04]]
}

---

no.,frontier orbital gap (Eh)
1,0.186
2,0.264